(one)
Formula: C8H14N2S
Source: the OMol25 dataset
Level of theory: ωB97M-V with the def2-TZVPD basis set

Geometry (Å):
C: -2.6015 1.8091 -0.3682
C: -3.2569 0.5143 -0.2741
C: -0.4165 1.2023 0.1748
C: 0.2160 0.4029 -0.6501
C: 2.5171 0.8884 0.0790
C: 2.1372 -1.2157 -1.1033
C: 1.2519 -0.8788 1.2641
C: 1.5172 -0.1726 -0.1068
N: -1.3790 2.1009 -0.0780
N: -3.8639 -1.8786 0.2873
S: -2.6489 -0.8403 0.4854
H: -3.3456 2.6719 -0.7575
H: -4.2802 0.3530 -0.6896
H: -0.0038 1.2466 1.2110
H: -0.0988 0.2456 -1.6479
H: 2.9109 1.4525 -0.8197
H: 3.3544 0.5699 0.5918
H: 1.9699 1.6365 0.4994
H: 2.1620 -1.0193 -2.1750
H: 3.0104 -1.5294 -0.6780
H: 1.3716 -2.1164 -1.1048
H: 1.9590 -1.4585 1.7446
H: 0.2460 -1.3523 1.1272
H: 1.0502 -0.0641 1.9181
H: -3.7786 -2.5680 1.0702

## Properties
- 2S+1 = 1
- orbital gap (alpha / beta) (eV) = 7.168 / 7.264
- E_LUMO (alpha / beta) (eV) = -1.15 / -0.99
- HOMO energy (alpha / beta) (eV) = -8.3 / -8.3
- total charge = 0

Löwdin population analysis, charges in e, atoms 1 to 2: C -0.23; C -0.39


(two)
Formula: C8H14N2S
Source: the OMol25 dataset
Level of theory: ωB97M-V with the def2-TZVPD basis set

Geometry (Å):
C: -2.8071 -1.8388 1.4197
C: -1.4450 -1.3156 1.1347
N: -1.0171 -0.2134 1.5175
N: 0.1515 0.2274 1.1473
C: 0.5229 1.5882 0.9448
C: 0.0005 2.0607 -0.4551
C: 0.6227 1.4090 -1.7285
C: 0.3626 -0.0882 -1.5303
C: 0.7540 -0.7667 -0.2239
C: 2.2235 -1.0249 0.0724
S: -0.3441 -2.1462 -0.0654
H: -3.4013 -1.6449 0.5874
H: -3.2797 -1.2092 2.2648
H: -2.9847 -2.8484 1.7053
H: 1.5493 1.6961 0.8530
H: -0.0124 2.0061 1.7610
H: 0.2030 3.1007 -0.6312
H: -1.1016 1.9436 -0.4791
H: 0.0933 1.7578 -2.7023
H: 1.6394 1.6812 -1.8309
H: -0.7097 -0.3345 -1.8214
H: 0.9916 -0.6929 -2.3734
H: 2.3808 -1.6831 0.9138
H: 2.8469 -0.1542 0.2906
H: 2.7605 -1.5098 -0.7705

## Properties
- 2S+1 = 1
- orbital gap (eV) = 8.314
- E_LUMO (eV) = 0.85
- HOMO energy (eV) = -7.5
- total charge = 0
- SMILES string = CC1=NN2CCCC[C@]2(C)S1

Löwdin population analysis, charges in e, atoms 1 to 2: C -0.09; C -0.59


Going by the energies, (two) is most stable and the next is 2.204 eV up.


(one)
Formula: C6H11NS
Source: the OMol25 dataset
Level of theory: ωB97M-V with the def2-TZVPD basis set

Geometry (Å):
C: 1.9597 1.3428 -0.0945
C: 1.1911 -0.0018 -0.1114
C: 0.3703 -0.2654 1.1239
C: -0.7741 -1.1236 0.5828
C: -1.9150 -0.4614 -0.1202
S: -2.2041 1.3058 -0.1358
C: -0.7460 -1.0258 -0.9129
N: 0.2487 -0.0373 -1.2094
H: 2.6072 1.4816 0.7853
H: 2.4551 1.5309 -1.0674
H: 1.1989 2.1430 -0.0313
H: 1.9370 -0.7876 -0.3223
H: 0.8903 -0.7880 1.9283
H: -0.0555 0.6510 1.5399
H: -1.0240 -2.0602 1.0789
H: -2.8270 -1.0521 -0.1234
H: -3.0802 1.2389 0.8813
H: -0.9264 -1.7728 -1.7066
H: 0.6940 -0.3181 -2.0852

## Properties
- 2S+1 = 1
- orbital gap (eV) = 9.158
- E_LUMO (eV) = 0.90
- HOMO energy (eV) = -8.3
- total charge = 0
- SMILES string = C[C@H]1C[C@H]2[C@@H](S)[C@H]2N1

Löwdin population analysis, charges in e, atoms 1 to 2: C -0.06; C -0.41


(two)
Formula: C6H11NS
Source: the OMol25 dataset
Level of theory: ωB97M-V with the def2-TZVPD basis set

Geometry (Å):
C: 0.4318 -0.3230 1.1795
C: 1.6519 -0.4290 -0.8856
C: -0.7341 0.3611 0.5161
C: 2.8093 -1.3046 -1.3626
C: -1.4126 1.2719 1.6390
C: -1.7005 -0.4851 -0.2935
N: -0.1518 1.2514 -0.3995
S: 0.8956 0.8693 -1.6722
H: 0.1982 -1.4059 1.5007
H: 3.5300 -1.4674 -0.6010
H: 3.2756 -0.7961 -2.2560
H: 2.6134 -2.3250 -1.6655
H: -1.4936 2.3902 1.5072
H: -1.0395 1.1231 2.6586
H: -2.4626 0.9842 1.8618
H: -1.0994 -0.7216 -1.1617
H: -2.5370 0.2060 -0.4222
H: -2.1815 -1.3968 0.2725
H: -0.5931 2.1973 -0.4154

## Properties
- 2S+1 = 1
- orbital gap (alpha / beta) (eV) = 6.829 / 6.831
- E_LUMO (alpha / beta) (eV) = -0.14 / -0.14
- HOMO energy (alpha / beta) (eV) = -7.0 / -7.0
- total charge = 0

Löwdin population analysis, charges in e, atoms 1 to 2: C 0.09; C -0.37


Going by the energies, (one) is most stable and the next is 6.459 eV up.


(one)
Formula: C3H6O
Source: the OMol25 dataset
Level of theory: ωB97M-V with the def2-TZVPD basis set

Geometry (Å):
C: -1.4295 -0.3038 -0.4495
C: -0.5166 -0.3586 0.4987
C: 0.8807 0.1152 0.3841
O: 1.0509 0.5562 -0.9263
H: -2.4736 -0.5655 -0.3096
H: -1.2272 0.1418 -1.4261
H: -0.7812 -0.8379 1.4769
H: 1.5750 -0.6949 0.6806
H: 1.0036 0.8957 1.1215
H: 1.9178 1.0519 -1.0504

## Properties
- 2S+1 = 1
- orbital gap (eV) = 10.408
- E_LUMO (eV) = 0.86
- HOMO energy (eV) = -9.6
- total charge = 0
- SMILES string = C=CCO

Löwdin population analysis, charges in e, atoms 1 to 2: C 0.00; C -0.19


(two)
Formula: C3H6O
Source: the OMol25 dataset
Level of theory: ωB97M-V with the def2-TZVPD basis set

Geometry (Å):
O: -0.0125 -0.5867 0.6968
C: -0.3129 -0.4409 -0.6522
C: 1.6937 -0.2140 0.8618
C: -1.2072 0.4202 -1.1064
H: -0.5972 -0.0211 1.2267
H: 0.3129 -1.1023 -1.2351
H: 1.5356 0.8848 0.9049
H: 1.7403 -0.5197 1.9249
H: -1.3999 0.4846 -2.1698
H: -1.7530 1.0953 -0.4515

## Properties
- 2S+1 = 1
- orbital gap (eV) = 8.566
- E_LUMO (eV) = 0.58
- HOMO energy (eV) = -8.0
- total charge = 0

Löwdin population analysis, charges in e, atoms 1 to 2: O -0.15; C -0.23


Going by the energies, (one) is most stable and the next is 3.877 eV up.


(one)
Formula: C3H6O
Source: the OMol25 dataset
Level of theory: ωB97M-V with the def2-TZVPD basis set

Geometry (Å):
C: 1.1732 -0.2552 -0.2048
C: -0.1214 -0.3522 0.4430
C: -1.1535 0.4076 0.0141
O: -1.4098 -0.9168 -0.2726
H: 0.9447 -0.0839 -1.3270
H: 1.8167 -1.1051 0.1814
H: 1.5369 0.8928 0.1853
H: -0.1495 -0.7175 1.4965
H: -0.8438 0.8997 -1.1217
H: -1.7934 1.2305 0.6057

## Properties
- 2S+1 = 1
- orbital gap (eV) = 10.940
- E_LUMO (eV) = 1.07
- HOMO energy (eV) = -9.9
- total charge = 0
- SMILES string = C[C@H]1CO1

Löwdin population analysis, charges in e, atoms 1 to 2: C -0.08; C -0.38


(two)
Formula: C3H6O
Source: the OMol25 dataset
Level of theory: ωB97M-V with the def2-TZVPD basis set

Geometry (Å):
C: -2.0545 -0.2790 0.0881
C: 2.1997 -0.2591 -0.3468
C: 3.1087 0.3990 0.1068
H: -0.4077 0.8539 -0.1185
H: -2.8814 -0.1781 0.8176
H: -2.3671 -0.9135 -0.7934
H: -1.2226 -0.7847 0.7394
H: 1.4299 -0.8832 -0.7026
H: 3.8156 1.0706 0.4945
O: -1.6206 0.9741 -0.2852

## Properties
- 2S+1 = 1
- orbital gap (eV) = 10.873
- E_LUMO (eV) = 0.65
- HOMO energy (eV) = -10.2
- total charge = 0

Löwdin population analysis, charges in e, atoms 1 to 2: C -0.28; C -0.01


(three)
Formula: C3H6O
Source: the OMol25 dataset
Level of theory: ωB97M-V with the def2-TZVPD basis set

Geometry (Å):
C: 1.5122 0.0816 -0.1141
C: 0.1585 -0.2234 0.4115
C: -0.9502 0.6680 0.0156
O: -0.9276 -0.6812 -0.2731
H: 1.4385 0.9626 -0.7631
H: 1.5601 -0.7412 -0.8223
H: 2.4777 0.4336 0.4034
H: 0.2335 -0.6212 1.4276
H: -1.2152 1.2246 -0.8871
H: -1.3965 1.0340 0.9479

## Properties
- 2S+1 = 1
- orbital gap (eV) = 10.854
- E_LUMO (eV) = 1.17
- HOMO energy (eV) = -9.7
- total charge = 0
- SMILES string = C[C@H]1CO1

Löwdin population analysis, charges in e, atoms 1 to 2: C -0.06; C -0.41


(four)
Formula: C3H6O
Source: the OMol25 dataset
Level of theory: ωB97M-V with the def2-TZVPD basis set

Geometry (Å):
C: 0.0017 -1.1599 -1.1506
C: -0.1984 -0.5300 0.0022
C: 0.1309 0.9234 0.2727
O: 0.1410 1.1945 1.6603
H: 0.4779 -2.1287 -1.2352
H: -0.3126 -0.7482 -2.1161
H: -0.1398 -1.1122 0.9267
H: -0.5559 1.6295 -0.2381
H: 1.1089 1.1113 -0.1682
H: -0.6536 0.8203 2.0461

## Properties
- 2S+1 = 1
- orbital gap (eV) = 10.179
- E_LUMO (eV) = 0.91
- HOMO energy (eV) = -9.3
- total charge = 0
- SMILES string = C=CCO

Löwdin population analysis, charges in e, atoms 1 to 2: C -0.01; C -0.16


Going by the energies, (four) is most stable and the next is 1.053 eV up.


(one)
Formula: C3H6O
Source: the OMol25 dataset
Level of theory: ωB97M-V with the def2-TZVPD basis set

Geometry (Å):
C: 1.4348 0.2811 0.2639
C: 0.1015 0.8253 0.6701
C: -1.4161 -0.3569 -0.3662
O: -0.7494 -0.2274 0.8908
H: 2.0868 0.5000 1.1239
H: 1.8212 0.8924 -0.5627
H: 1.4692 -0.7942 0.0361
H: -1.3462 0.6042 -0.8984
H: -2.4671 -0.5873 -0.1870
H: -0.9347 -1.1372 -0.9705

## Properties
- 2S+1 = 1
- orbital gap (eV) = 8.561
- E_LUMO (eV) = 0.36
- HOMO energy (eV) = -8.2
- total charge = 0

Löwdin population analysis, charges in e, atoms 1 to 2: C -0.13; C -0.06


(two)
Formula: C3H6O
Source: the OMol25 dataset
Level of theory: ωB97M-V with the def2-TZVPD basis set

Geometry (Å):
C: 0.5784 -1.0547 0.5166
C: -0.4447 0.0558 0.3964
C: -0.3077 1.0596 -0.7271
O: -1.3856 0.0897 1.1591
H: 0.0473 -2.0046 0.3842
H: 1.3973 -0.9796 -0.2057
H: 0.9831 -1.0556 1.5361
H: 0.6989 1.4864 -0.8116
H: -0.5219 0.5572 -1.6783
H: -1.0451 1.8458 -0.5697

## Properties
- 2S+1 = 1
- orbital gap (eV) = 10.662
- E_LUMO (eV) = 0.98
- HOMO energy (eV) = -9.7
- total charge = 0
- SMILES string = CC(C)=O

Löwdin population analysis, charges in e, atoms 1 to 2: C -0.03; C -0.50


(three)
Formula: C3H6O
Source: the OMol25 dataset
Level of theory: ωB97M-V with the def2-TZVPD basis set

Geometry (Å):
C: -0.1595 0.7991 -0.3251
C: -1.0464 -0.5041 0.1427
O: 0.1682 -1.3171 -0.4125
C: 1.0865 -0.1959 0.0870
H: -0.2907 0.9088 -1.5271
H: -0.1289 1.8122 0.2679
H: -1.0925 -0.4912 1.3885
H: -2.0131 -0.6069 -0.4438
H: 2.1380 -0.2846 -0.4685
H: 1.3383 -0.1202 1.2908

## Properties
- 2S+1 = 1
- orbital gap (eV) = 10.853
- E_LUMO (eV) = 1.15
- HOMO energy (eV) = -9.7
- total charge = 0
- SMILES string = C1COC1

Löwdin population analysis, charges in e, atoms 1 to 2: C -0.17; C -0.15


Going by the energies, (two) is most stable and the next is 3.522 eV up.


(one)
Formula: C5H6ClFO
Source: the OMol25 dataset
Level of theory: ωB97M-V with the def2-TZVPD basis set

Geometry (Å):
F: -1.6551 -1.7215 -0.1900
C: -0.8534 -0.5930 -0.0757
C: -0.9807 0.4235 -1.1548
C: -0.3120 1.6515 -0.5066
O: -0.5275 1.5422 0.9238
C: -0.4638 0.1468 1.2155
C: 0.5156 -0.7559 0.5164
Cl: 2.0253 -0.3207 -0.2304
H: -0.4516 0.1584 -2.0867
H: -2.0247 0.6167 -1.4081
H: 0.7563 1.7723 -0.7028
H: -0.7513 2.6093 -0.8121
H: -0.8432 -0.1099 2.1826
H: 0.5668 -1.6764 1.0952

## Properties
- 2S+1 = 1
- orbital gap (eV) = 10.346
- E_LUMO (eV) = 0.80
- HOMO energy (eV) = -9.5
- total charge = 0
- SMILES string = F[C@@]12CCO[C@@H]1[C@@H]2Cl

Löwdin population analysis, charges in e, atoms 1 to 2: F 0.04; C -0.39


(two)
Formula: C5H6ClFO
Source: the OMol25 dataset
Level of theory: ωB97M-V with the def2-TZVPD basis set

Geometry (Å):
C: 0.2402 1.4318 1.4899
C: -0.1218 1.8756 0.3417
C: -0.9731 -0.0487 -0.6761
C: -0.1159 -0.9823 0.1688
C: 1.2080 -1.4069 -0.3770
O: -0.3800 1.2666 -0.8680
F: -0.8615 -1.8765 0.9054
Cl: -2.8149 -0.0802 -0.0517
H: 0.5593 1.7812 2.5041
H: -0.2897 2.8826 0.0905
H: -1.0619 -0.3539 -1.6884
H: 1.5821 -0.4856 -1.0665
H: 1.1021 -2.1795 -1.1208
H: 1.9271 -1.8240 0.3481

## Properties
- 2S+1 = 1
- orbital gap (alpha / beta) (eV) = 9.240 / 8.360
- E_LUMO (alpha / beta) (eV) = 0.00 / -0.34
- HOMO energy (alpha / beta) (eV) = -9.2 / -8.7
- total charge = 0

Löwdin population analysis, charges in e, atoms 1 to 2: C 0.17; C -0.31


(three)
Formula: C5H6ClFO
Source: the OMol25 dataset
Level of theory: ωB97M-V with the def2-TZVPD basis set

Geometry (Å):
C: -0.3728 0.9160 0.6465
C: -1.8466 0.8842 -0.1102
C: -2.0654 -0.4574 -0.4173
C: -0.9696 -1.3965 -0.1374
C: 0.2082 -0.5527 0.2444
H: -0.0623 2.1573 -0.8642
H: -0.5831 0.9074 1.6882
H: -2.4593 1.8144 -0.3403
H: -2.9434 -1.0129 -0.9721
H: -0.8115 -2.0956 -0.9970
H: -1.2612 -2.0224 0.6170
O: 0.5802 1.9508 0.3987
F: 0.9966 -1.1232 1.2854
Cl: 1.4581 -0.0945 -0.8968

## Properties
- 2S+1 = 1
- orbital gap (eV) = 9.558
- E_LUMO (eV) = -0.36
- HOMO energy (eV) = -9.9
- total charge = 0

Löwdin population analysis, charges in e, atoms 1 to 2: C -0.41; C 0.00


Going by the energies, (one) is most stable and the next is 2.849 eV up.